P.
Computed, not measured: C5H11NO2 in the gas phase, with ωB97M-V with the def2-TZVPD basis set.

Properties
SMILES = CC[C@H](C)CON=O
E_HOMO = -10.256 eV
gap between HOMO and LUMO = 9.624 eV

```
! RIJCOSX wB97M-V def2-TZVPD def2/J DEFGRID3
* xyz 0 1
O 2.744 3.106 -0.438
N 1.763 2.544 0.091
O 1.858 1.303 0.918
C -1.965 -1.383 -0.732
C 1.102 -0.529 -0.676
C 0.636 0.813 1.211
C -1.228 -0.606 0.334
C -0.052 0.231 0.014
H -2.110 -0.557 -1.465
H -2.936 -1.738 -0.383
H -1.422 -2.257 -1.191
H 1.384 -1.368 -0.037
H 1.996 0.080 -0.886
H 0.815 -0.912 -1.621
H 0.829 -0.044 1.865
H -0.178 1.460 1.639
H -1.888 0.150 0.910
H -0.972 -1.269 1.140
H -0.376 0.976 -0.693
*
```

Atom charges from the Mulliken analysis, given in e for atoms 1 to 4:
1 O -0.300
2 N 0.127
3 O -0.189
4 C -1.192

---

Q.
Computed, not measured: 2 unconnected molecules or ions with the total composition C5H11NO2, with ωB97M-V with the def2-TZVPD basis set.

Properties
SMILES = [H]/N=C\C(C)=O.CCO
E_HOMO = -9.476 eV
gap between HOMO and LUMO = 9.928 eV

```
! RIJCOSX wB97M-V def2-TZVPD def2/J DEFGRID3
* xyz 0 1
C -0.602 -0.121 1.832
C -1.437 -1.390 1.730
O 0.622 -0.215 1.131
H 1.081 -1.011 1.423
H -1.133 0.716 1.376
H -0.413 0.121 2.888
H -2.380 -1.258 2.251
H -0.910 -2.231 2.178
H -1.639 -1.610 0.687
C 1.453 1.632 -1.309
C 1.272 0.250 -1.869
C -0.082 -0.378 -1.650
N -1.191 0.192 -1.505
O 2.130 -0.351 -2.470
H -1.157 1.212 -1.503
H -0.081 -1.464 -1.678
H 1.176 1.624 -0.258
H 0.804 2.339 -1.834
H 2.488 1.943 -1.422
*
```

Atom charges from the Mulliken analysis, given in e for atoms 1 to 4:
1 C -0.286
2 C -1.062
3 O -0.435
4 H 0.255

---

R.
Computed, not measured: C5H11NO2 in the gas phase, with ωB97M-V with the def2-TZVPD basis set.

Properties
SMILES = CCN[C@H](C=O)CO
E_HOMO = -8.431 eV
gap between HOMO and LUMO = 9.203 eV

```
! RIJCOSX wB97M-V def2-TZVPD def2/J DEFGRID3
* xyz 0 1
C -0.913 0.474 1.328
N -0.292 -0.160 0.179
C 1.094 0.155 -0.233
C 1.576 -1.070 -1.156
O 1.320 -0.789 -2.570
C 1.166 1.429 -1.014
O 0.067 1.851 -1.311
C -2.272 -0.199 1.707
H -0.197 0.594 2.140
H -1.246 1.542 1.083
H -0.868 -0.234 -0.721
H 1.754 0.363 0.660
H 1.095 -2.046 -0.701
H 2.621 -1.227 -0.916
H 0.507 -1.310 -2.893
H 2.184 1.916 -1.139
H -1.842 -1.147 2.132
H -2.718 0.249 2.522
H -3.036 -0.390 0.903
*
```

Atom charges from the Mulliken analysis, given in e for atoms 1 to 4:
1 C -0.368
2 N -0.273
3 C -0.072
4 C -0.723

---

S.
Computed, not measured: 2 unconnected molecules or ions with the total composition C5H11NO2, with ωB97M-V with the def2-TZVPD basis set.

Properties
SMILES = C/C=N/C.CC(=O)O
E_HOMO = -9.969 eV
gap between HOMO and LUMO = 10.908 eV

```
! RIJCOSX wB97M-V def2-TZVPD def2/J DEFGRID3
* xyz 0 1
C 1.818 -0.857 -0.845
C -1.012 -1.855 1.351
C -0.100 -1.580 0.196
N 1.049 -1.028 0.388
H -0.450 -1.903 -0.801
H 2.862 -0.650 -0.589
H 1.440 -0.007 -1.422
H 1.804 -1.755 -1.472
H -0.715 -1.273 2.227
H -2.035 -1.596 1.066
H -0.970 -2.921 1.586
C -0.687 2.262 -1.078
C -0.620 1.759 0.326
O 0.623 1.830 0.835
O -1.540 1.243 0.937
H 0.632 1.180 1.572
H -0.827 1.411 -1.750
H -1.514 2.968 -1.176
H 0.241 2.772 -1.350
*
```

Atom charges from the Mulliken analysis, given in e for atoms 1 to 4:
1 C -0.809
2 C -1.013
3 C 0.144
4 N -0.433

---

List of relative energies, unit kJ/mol: P 402.7; Q 80.8; R 207.8; S 0.0

---

P.
Computed, not measured: 2 unconnected molecules or ions with the total composition C5H11NO2, with ωB97M-V with the def2-TZVPD basis set.

Properties
SMILES = C=NCCCC=O.O
E_HOMO = -9.668 eV
gap between HOMO and LUMO = 10.475 eV

```
! RIJCOSX wB97M-V def2-TZVPD def2/J DEFGRID3
* xyz 0 1
O 1.589 1.592 0.122
C 1.021 1.368 -0.910
C -0.410 0.958 -1.106
C -1.381 0.790 0.074
C -1.231 -0.503 0.883
C 0.895 -0.483 1.899
N 0.150 -1.006 1.030
H 1.510 1.600 -1.880
H -0.389 0.031 -1.694
H -0.843 1.712 -1.772
H -2.362 0.885 -0.376
H -1.226 1.637 0.740
H -1.738 -0.433 1.844
H -1.652 -1.297 0.287
H 0.581 0.341 2.547
H 1.873 -0.921 2.081
H 2.011 -2.242 -1.376
H 0.535 -1.698 -0.960
O 1.066 -2.331 -1.432
*
```

Atom charges from the Mulliken analysis, given in e for atoms 1 to 4:
1 O -0.457
2 C 0.064
3 C -0.697
4 C -0.405

---

Q.
Computed, not measured: C5H11NO2 in the gas phase, with ωB97M-V with the def2-TZVPD basis set.

Properties
SMILES = CCCCNC(=O)O
E_HOMO = -9.685 eV
gap between HOMO and LUMO = 10.245 eV

```
! RIJCOSX wB97M-V def2-TZVPD def2/J DEFGRID3
* xyz 0 1
C -0.822 0.915 2.127
C 0.275 -0.236 1.725
C -0.248 -1.303 0.596
C -0.624 -0.591 -0.869
N 0.519 -0.621 -1.860
C 1.158 0.736 -2.066
O 2.263 1.082 -1.376
O 0.683 1.759 -3.054
H -0.956 0.880 3.297
H -1.842 0.788 1.567
H -0.351 1.953 1.840
H 1.230 0.291 1.299
H 0.609 -0.803 2.704
H -1.207 -1.915 0.935
H 0.638 -2.065 0.411
H -1.475 -1.292 -1.325
H -1.076 0.471 -0.665
H 1.213 -1.367 -1.632
H 0.012 1.317 -3.653
*
```

Atom charges from the Mulliken analysis, given in e for atoms 1 to 4:
1 C -0.858
2 C -0.340
3 C -0.614
4 C -0.411

---

List of relative energies, unit kJ/mol: P 0.0; Q 155.0